# 1
Molecular formula: C2H5BrN2O
Method: DFT, ωB97M-V with the def2-TZVPD basis set

Summary:
Largest force on an atom = 4.0 eV/Å
LUMO energy = 0.22 eV
HOMO-LUMO gap = 9.17 eV
SMILES = CN(Br)C(N)=O
E_HOMO = -8.95 eV
Net charge = 0
Molecular weight = 152.98 g mol⁻¹

Each line ends with the Löwdin charge.
Cartesian coordinates (Å):
C (0.013, 1.613, -0.021)  -0.223
N (0.755, 0.360, 0.188)  -0.545
Br (2.624, 0.543, 0.014)  0.738
C (0.239, -1.142, -0.061)  -0.493
N (-1.140, -1.710, -0.169)  0.088
O (1.155, -1.891, -0.102)  -0.014
H (-0.421, 1.814, -1.141)  0.114
H (-0.911, 1.604, 0.710)  0.103
H (0.748, 2.387, 0.106)  0.012
H (-1.148, -2.602, 0.379)  0.100
H (-1.913, -0.976, 0.096)  0.119



# 2
Molecular formula: C4H12O3
Method: DFT, ωB97M-V with the def2-TZVPD basis set

Summary:
Largest force on an atom = 1.3 eV/Å
LUMO energy (spin up / spin down) = -5.80 / -8.52 eV
HOMO-LUMO gap (spin up / spin down) = 8.54 / 5.82 eV
Multiplicity = 2
E_HOMO (spin up / spin down) = -14.34 / -14.34 eV
Net charge = +1
Molecular weight = 108.14 g mol⁻¹

Each line ends with the Mulliken spin population.
Cartesian coordinates (Å):
C (-0.379, 1.914, -1.266)  0.308
C (-1.208, 0.815, -1.239)  0.152
C (-1.493, -0.058, -0.193)  0.081
C (-2.127, -1.247, -0.449)  0.335
H (0.183, 2.289, -0.412)  0.055
H (-0.347, 2.473, -2.206)  0.016
H (-1.679, 0.562, -2.190)  0.000
H (-1.256, 0.242, 0.818)  0.005
H (-2.293, -1.912, 0.387)  0.023
H (-2.606, -1.501, -1.390)  0.020
H (-0.305, 1.477, 2.197)  0.000
H (1.155, 1.022, 2.269)  0.000
O (0.585, 1.728, 1.927)  0.000
H (3.279, -1.304, 2.159)  0.000
H (2.277, -0.867, 1.134)  0.000
O (2.494, -0.753, 2.070)  0.000
H (1.605, -2.246, -1.522)  0.001
H (0.676, -1.084, -1.221)  -0.001
O (1.442, -1.549, -0.874)  0.005



# 3
Molecular formula: C6H16FO2Rb2
Method: DFT, ωB97M-V with the def2-TZVPD basis set

Summary:
Largest force on an atom = 3.0 eV/Å
LUMO energy = -4.10 eV
HOMO-LUMO gap = 6.72 eV
E_HOMO = -10.81 eV
Net charge = +1
Molecular weight = 310.13 g mol⁻¹

Each line ends with the Löwdin charge.
Cartesian coordinates (Å):
Rb (4.914, -0.839, 2.585)  0.905
Rb (0.782, -0.419, 6.426)  0.929
F (0.874, -0.977, 2.574)  -0.842
C (-3.867, -3.259, -0.328)  -0.072
C (-2.729, -2.358, -0.004)  -0.532
C (-3.164, -0.891, -0.063)  -0.052
O (-2.368, -2.816, 1.270)  -0.051
H (-3.543, -4.296, -0.240)  0.086
H (-4.109, -3.013, -1.362)  0.080
H (-4.736, -3.054, 0.298)  0.090
H (-1.891, -2.486, -0.689)  0.134
H (-3.771, -0.783, -0.962)  0.075
H (-2.380, -0.133, -0.046)  0.071
H (-3.784, -0.680, 0.808)  0.080
H (-1.729, -2.211, 1.652)  0.077
C (3.236, 3.653, -1.184)  -0.038
C (2.354, 2.464, -0.776)  -0.505
C (2.433, 1.169, -1.527)  -0.052
O (2.674, 2.063, 0.529)  -0.080
H (4.246, 3.255, -1.292)  0.079
H (3.123, 4.374, -0.374)  0.078
H (2.897, 4.295, -1.997)  0.084
H (1.371, 2.937, -0.777)  0.133
H (1.603, 1.076, -2.228)  0.078
H (2.263, 0.219, -1.021)  0.083
H (3.309, 1.207, -2.175)  0.079
H (1.990, 1.503, 0.905)  0.082



# 4
Molecular formula: C5H9N4
Method: DFT, ωB97M-V with the def2-TZVPD basis set

Summary:
Largest force on an atom = 5.8 eV/Å
LUMO energy (spin up / spin down) = -3.86 / -3.86 eV
HOMO-LUMO gap (spin up / spin down) = 7.49 / 7.49 eV
E_HOMO (spin up / spin down) = -11.36 / -11.36 eV
Net charge = +1
Molecular weight = 125.15 g mol⁻¹

Each line ends with the Löwdin charge.
Cartesian coordinates (Å):
C (-1.062, -0.709, 1.183)  -0.018
C (1.355, 0.815, -2.836)  0.147
C (-2.008, 0.266, 0.840)  -0.193
C (-0.029, -2.864, 1.611)  0.003
C (0.797, 1.133, -0.489)  -0.255
N (-0.593, -1.787, 1.344)  -0.035
N (-1.800, 1.358, 0.171)  0.031
N (1.019, 0.840, -1.636)  0.114
N (1.515, 0.857, 0.567)  0.189
H (1.016, 0.101, -3.529)  0.091
H (1.883, 1.623, -3.319)  0.112
H (-2.983, 0.024, 1.414)  0.165
H (1.038, -2.863, 1.298)  0.092
H (-0.708, -3.758, 1.647)  0.114
H (-0.192, 1.743, -0.300)  0.145
H (-2.575, 1.881, -0.074)  0.040
H (1.081, 1.167, 1.422)  0.123
H (2.246, 0.173, 0.687)  0.136



# 5
Molecular formula: C2H10N2
Method: DFT, ωB97M-V with the def2-TZVPD basis set

Summary:
Largest force on an atom = 2.1 eV/Å
LUMO energy = 1.09 eV
HOMO-LUMO gap = 9.44 eV
SMILES = CN.CN
E_HOMO = -8.34 eV
Net charge = 0
Molecular weight = 62.12 g mol⁻¹

Each line ends with the Löwdin charge.
Cartesian coordinates (Å):
C (-0.477, 1.167, 1.772)  -0.216
N (0.054, 1.505, 0.474)  -0.072
H (-0.062, 1.836, 2.523)  0.064
H (-0.309, 0.137, 2.094)  0.054
H (-1.575, 1.271, 1.810)  0.063
H (0.040, 0.967, -0.384)  0.008
H (-0.229, 2.451, 0.252)  0.054
C (0.583, -1.480, -0.681)  -0.176
N (-0.075, -0.728, -1.780)  -0.079
H (0.208, -1.245, 0.303)  0.044
H (1.650, -1.294, -0.793)  0.073
H (0.576, -2.557, -0.911)  0.068
H (0.526, -0.809, -2.590)  0.056
H (-0.910, -1.221, -2.089)  0.060



# 6
Molecular formula: C10H20N2O3S
Method: DFT, ωB97M-V with the def2-TZVPD basis set

Summary:
Largest force on an atom = 8.1 eV/Å
LUMO energy = 0.22 eV
HOMO-LUMO gap = 8.94 eV
E_HOMO = -8.73 eV
Net charge = 0
Molecular weight = 248.35 g mol⁻¹

Each line ends with the Löwdin charge.
Cartesian coordinates (Å):
C (2.518, -0.354, 0.990)  -0.265
C (1.391, -1.273, 0.648)  -0.500
C (1.962, 1.119, 1.465)  -0.465
C (2.810, 2.117, 2.022)  -0.121
C (0.831, 0.469, 2.408)  -0.095
C (-0.466, -1.776, -1.082)  -0.256
C (0.020, -1.730, -2.575)  -0.354
C (-1.901, -1.493, -0.629)  -0.221
C (-2.458, -0.105, -1.141)  -0.480
C (-4.204, 1.963, -0.700)  -0.455
H (2.973, 1.176, -0.560)  0.208
H (3.006, -1.001, -1.304)  0.197
H (3.304, -0.578, 1.914)  0.201
H (1.264, 1.660, 0.617)  0.168
H (2.088, 2.996, 2.378)  0.140
H (3.455, 2.629, 1.261)  0.098
H (3.178, 1.713, 2.864)  0.034
H (1.377, 0.184, 3.379)  0.083
H (0.351, -0.637, 1.790)  0.149
H (0.086, 1.261, 2.882)  0.097
H (1.382, -0.669, -1.161)  0.097
H (-0.234, -2.835, -0.711)  0.170
H (-1.890, -1.358, 0.392)  0.060
H (-2.541, -2.416, -0.866)  0.137
H (-1.709, 0.558, -0.718)  0.066
H (-2.902, 0.158, -2.123)  0.064
H (-5.327, 2.245, -0.704)  0.016
H (-3.670, 2.732, 0.240)  0.100
H (-3.626, 2.143, -1.905)  0.125
H (-1.854, -2.552, -2.946)  0.202
N (3.174, -0.112, -0.411)  -0.079
N (0.503, -0.850, -0.480)  0.044
O (0.975, -2.234, 1.276)  0.039
O (1.007, -1.095, -2.902)  0.084
O (-0.939, -2.251, -3.530)  0.003
S (-3.935, 0.198, -0.078)  0.709



Energy above the lowest of the compared OMol25 structures with the same formula, charge and spin across the listed records, respectively: 162.1; 113.1; 395.3; 557.1; 76.8; 1066.9 kJ/mol.
Total energy across the listed records, respectively: -77222.8842; -10475.0890; -14597.6191; -11279.7082; -5215.5558; -30642.7150 eV.